# 1
DFT (ωB97M-V with the def2-TZVPD basis set) results for a cluster of 10 separate species, H20O10 in total.

**SMILES**: O.O.O.O.O.O.O.O.O.O
**Total charge**: 0
**E_LUMO**: -0.42 eV

The geometry in XYZ format:
```
30
H20O10, DFT ωB97M-V with the def2-TZVPD basis set
O -2.007 2.248 1.518
H -2.200 2.133 2.437
H -2.202 1.315 1.320
O -2.411 -1.252 -4.093
H -3.055 -1.992 -3.992
H -1.740 -1.400 -3.463
O -0.314 0.385 -0.420
H -0.479 -0.420 -0.935
H 0.454 0.229 0.087
O 2.252 -0.179 0.509
H 3.162 -0.319 0.665
H 1.820 -0.438 1.331
O 0.383 0.552 2.654
H -0.215 1.192 2.979
H 1.055 0.615 3.386
O -0.523 -1.762 -1.915
H 0.278 -2.053 -1.506
H -1.094 -2.544 -1.829
O 1.859 -2.967 -0.715
H 2.730 -3.317 -0.560
H 2.050 -2.034 -0.479
O -0.562 2.649 -1.692
H -0.435 1.820 -1.172
H -1.409 3.030 -1.453
O 3.095 2.261 1.170
H 2.675 2.610 1.990
H 2.833 1.359 1.032
O -2.059 -0.557 1.434
H -2.604 -0.986 0.730
H -1.324 -0.176 0.986
```

***

# 2
DFT (ωB97M-V with the def2-TZVPD basis set) results for a structure of composition C37H42BN9O4STa.

**Multiplicity**: 2
**<S²>**: 0.753
**Total charge**: 0
**E_LUMO (spin up / spin down)**: 0.13 / -0.07 eV

The geometry in XYZ format:
```
95
C37H42BN9O4STa, DFT ωB97M-V with the def2-TZVPD basis set
Ta 0.522 0.197 0.095
O 3.911 0.170 -3.072
C 4.317 -1.086 -2.783
C 4.889 -1.825 -3.816
C 5.315 -3.120 -3.588
C 5.208 -3.688 -2.321
C 4.652 -2.947 -1.295
C 4.182 -1.652 -1.507
C 3.459 -0.936 -0.420
O 2.773 0.136 -0.741
N 3.519 -1.409 0.792
N 2.651 -0.607 1.511
C 3.031 -0.269 2.676
C 2.266 0.664 3.507
C 2.672 1.007 4.794
C 1.958 1.938 5.533
C 0.824 2.542 4.990
C 0.400 2.212 3.710
C 1.133 1.279 3.004
O 0.738 0.914 1.765
H 3.419 0.483 -2.279
H 4.979 -1.362 -4.790
H 5.733 -3.694 -4.406
H 5.555 -4.696 -2.141
H 4.558 -3.360 -0.299
H 3.993 -0.624 3.047
H 3.553 0.534 5.211
H 2.283 2.196 6.532
H 0.264 3.265 5.568
H -0.491 2.633 3.261
C -1.057 -4.346 -2.890
C -1.683 -3.866 -1.576
C -0.753 -4.074 -0.379
C -2.233 -2.464 -1.689
C -3.260 -2.081 -2.574
C -3.571 -0.794 -2.210
N -2.757 -0.440 -1.199
N -1.921 -1.456 -0.882
B -2.974 0.724 -0.220
N -2.050 1.938 -0.476
C -2.286 2.984 -1.250
C -1.226 3.874 -1.144
C -0.353 3.266 -0.253
N -0.857 2.090 0.174
C 0.966 3.768 0.267
C 2.077 3.591 -0.775
C 0.860 5.229 0.700
N -2.720 0.224 1.189
C -3.653 0.162 2.150
C -3.150 -0.570 3.191
C -1.855 -0.940 2.786
N -1.587 -0.435 1.577
C -0.973 -1.864 3.583
C -0.534 -1.230 4.906
C 0.215 -2.384 2.793
H -0.849 -5.416 -2.833
H -0.119 -3.826 -3.091
H -1.729 -4.178 -3.734
H -2.564 -4.493 -1.405
H -0.077 -3.237 -0.232
H -0.144 -4.969 -0.519
H -1.328 -4.193 0.541
H -3.735 -2.682 -3.332
H -4.322 -0.113 -2.579
H -4.121 1.087 -0.334
H -3.201 3.046 -1.819
H -1.120 4.829 -1.631
H 1.215 3.165 1.141
H 1.849 4.167 -1.677
H 2.202 2.548 -1.069
H 3.031 3.942 -0.380
H 0.638 5.872 -0.155
H 1.801 5.565 1.138
H 0.070 5.367 1.439
H -4.613 0.628 2.007
H -3.645 -0.836 4.110
H -1.608 -2.719 3.835
H 0.097 -0.358 4.735
H 0.035 -1.950 5.499
H -1.394 -0.907 5.497
H 0.908 -1.583 2.562
H -0.101 -2.836 1.850
H 0.759 -3.136 3.368
O 0.093 1.095 -1.721
N 0.445 0.738 -2.965
C 0.375 1.704 -3.913
C 0.689 1.409 -5.202
C 1.072 0.090 -5.519
C 1.137 -0.858 -4.542
C 0.831 -0.526 -3.202
S 0.947 -1.566 -1.897
H 0.058 2.668 -3.544
H 0.640 2.186 -5.949
H 1.328 -0.168 -6.538
H 1.442 -1.874 -4.747
```

***

# 3
DFT (ωB97M-V with the def2-TZVPD basis set) results for a structure of composition C19H20CsF3N6O10.

**Total charge**: -2
**E_LUMO**: 3.76 eV

The geometry in XYZ format:
```
59
C19H20CsF3N6O10, DFT ωB97M-V with the def2-TZVPD basis set
Cs 0.260 0.605 0.063
O 0.999 -0.995 3.731
C 1.307 0.160 3.353
O 1.993 0.474 2.354
C 0.772 1.315 4.194
C 1.292 1.557 5.425
C 0.827 2.643 6.203
C -0.192 3.448 5.740
C -0.771 3.171 4.517
C -0.315 2.112 3.641
O -0.783 1.882 2.506
N -1.868 4.032 4.122
O -2.728 3.594 3.383
O -1.895 5.178 4.573
N 1.404 2.912 7.485
O 0.981 3.859 8.145
O 2.311 2.187 7.883
H 2.075 0.924 5.817
H -0.550 4.277 6.330
N -0.649 -2.264 1.727
C -1.832 -2.436 2.581
C -2.374 -1.083 3.016
N -2.936 -0.332 1.885
H -0.329 -3.169 1.400
H 0.102 -1.882 2.317
H -1.617 -3.029 3.479
H -2.608 -2.965 2.014
H -1.559 -0.541 3.505
H -3.154 -1.247 3.767
H -2.468 -0.645 1.042
H -2.691 0.647 1.998
C -1.753 1.416 -7.045
C -2.520 1.106 -5.779
O -3.742 0.962 -5.790
N -1.766 1.006 -4.672
C -2.335 0.779 -3.365
C -2.438 -0.680 -2.978
C -2.834 -1.641 -3.906
C -2.922 -2.958 -3.501
C -2.615 -3.281 -2.187
C -2.239 -2.260 -1.333
N -2.151 -0.984 -1.714
H -2.061 2.403 -7.395
H -2.038 0.693 -7.809
H -0.675 1.405 -6.893
H -0.747 1.121 -4.753
H -3.336 1.218 -3.338
H -1.707 1.277 -2.629
H -3.080 -1.337 -4.914
H -3.229 -3.725 -4.203
H -2.661 -4.300 -1.825
H -1.979 -2.455 -0.298
F 3.487 0.172 -5.351
C 3.177 0.853 -4.228
F 3.813 0.238 -3.221
F 3.740 2.078 -4.354
C 1.633 0.974 -4.013
O 1.014 1.278 -5.051
O 1.231 0.779 -2.861
```

***

# 4
DFT (ωB97M-V with the def2-TZVPD basis set) results for a structure of composition C30H45Cl2Sn.

**Total charge**: -1
**E_LUMO**: 2.40 eV

The geometry in XYZ format:
```
78
C30H45Cl2Sn, DFT ωB97M-V with the def2-TZVPD basis set
C 5.191 -3.648 -0.264
C 4.541 -2.337 0.190
C 3.045 -2.227 -0.157
C 2.401 -0.931 0.386
Sn 2.044 0.609 -1.090
C 3.993 1.120 -1.953
C 5.101 1.513 -0.966
C 6.447 1.853 -1.634
C 7.515 2.275 -0.626
C 0.834 -0.407 -2.628
C -0.538 -0.990 -2.242
C -0.561 -2.514 -2.085
C -1.884 -3.029 -1.527
C 1.041 2.417 -0.013
C 0.042 1.949 0.937
C -1.234 1.366 0.547
C -1.300 -0.056 1.050
C -1.651 1.866 -0.821
H 6.209 -3.706 0.136
H 4.635 -4.517 0.108
H 5.241 -3.702 -1.358
H 4.649 -2.244 1.281
H 5.081 -1.482 -0.250
H 2.917 -2.321 -1.251
H 2.523 -3.101 0.277
H 1.433 -1.147 0.849
H 3.040 -0.444 1.136
H 4.294 0.249 -2.553
H 3.774 1.942 -2.649
H 4.781 2.393 -0.384
H 5.267 0.701 -0.238
H 6.800 0.985 -2.206
H 6.291 2.660 -2.360
H 8.440 2.539 -1.143
H 7.187 3.149 -0.054
H 7.738 1.468 0.078
H 0.717 0.390 -3.373
H 1.485 -1.179 -3.057
H -0.927 -0.522 -1.322
H -1.272 -0.709 -3.021
H -0.389 -2.963 -3.072
H 0.285 -2.842 -1.461
H -1.907 -4.120 -1.580
H -2.032 -2.741 -0.481
H -2.736 -2.647 -2.100
H 1.972 2.852 0.356
H 0.659 2.979 -0.896
H 0.316 1.951 2.021
H -2.289 -0.551 1.006
H -0.513 -0.736 0.671
H -1.068 0.053 2.120
H -2.628 1.392 -1.149
H -1.819 2.982 -0.591
H -0.843 1.752 -1.652
Cl -6.712 -1.233 -2.996
C -5.944 -0.540 -1.620
C -5.801 0.857 -1.523
C -4.896 1.429 -0.611
C -4.325 0.612 0.400
C -3.232 1.186 1.309
C -3.664 1.039 2.745
C -4.403 2.089 3.310
C -4.944 1.966 4.589
C -4.726 0.782 5.349
Cl -5.280 0.697 6.969
C -4.016 -0.282 4.788
C -3.449 -0.128 3.513
C -4.737 -0.750 0.454
C -5.360 -1.367 -0.651
H -6.342 1.516 -2.202
H -4.569 2.473 -0.699
H -3.077 2.235 1.119
H -4.537 2.993 2.705
H -5.533 2.778 4.999
H -3.952 -1.210 5.361
H -2.872 -0.950 3.133
H -4.539 -1.329 1.338
H -5.428 -2.462 -0.720
```

***

# 5
DFT (ωB97M-V with the def2-TZVPD basis set) results for the molecule C13H12N4O5S2.

**Total charge**: 0
**E_LUMO**: -0.50 eV

The geometry in XYZ format:
```
36
C13H12N4O5S2, DFT ωB97M-V with the def2-TZVPD basis set
C -3.353 2.332 -0.957
C -2.873 3.669 -1.501
H -2.971 4.458 -0.754
H -3.424 3.935 -2.408
O -1.475 3.623 -1.805
C -1.118 3.148 -2.990
O -1.867 2.795 -3.858
C 0.396 3.115 -3.143
H 0.678 2.320 -3.835
H 0.734 4.071 -3.544
S 1.268 2.923 -1.555
C 0.518 1.485 -0.964
N 0.556 1.134 0.271
N -0.049 -0.009 0.538
C -0.573 -0.581 -0.489
N -1.268 -1.755 -0.490
C -1.429 -2.647 0.555
O -2.268 -3.511 0.484
C -0.495 -2.477 1.701
C 0.877 -2.482 1.494
C 1.722 -2.351 2.585
C 1.225 -2.221 3.876
C -0.143 -2.240 4.073
C -1.001 -2.376 2.993
H -2.069 -2.397 3.142
H -0.544 -2.149 5.071
H 1.916 -2.111 4.698
N 3.151 -2.343 2.367
O 3.865 -2.238 3.338
O 3.544 -2.446 1.225
H 1.303 -2.593 0.508
H -1.835 -1.952 -1.308
S -0.346 0.320 -1.993
H -3.273 1.566 -1.726
H -4.392 2.415 -0.653
H -2.756 2.040 -0.096
```

***

Calculated relative energy (zero: lowest compared OMol25 entry of this formula, charge and spin) in order - 334.86 338.27 0.00 97.36 0.00 kJ/mol